9 unconnected molecules or ions with the total composition C4H27NO8S in a non-equilibrium geometry, computed with the ωB97M-V functional and the def2-TZVPD basis.

Each line ends with the Mulliken charge.
CARTESIAN COORDINATES (ANGSTROEM)
C 1.47602 -0.40134 -0.64688  0.2865
N 0.17727 0.35034 -0.40743  -0.0399
C -1.00554 -0.47936 -0.42384  0.0295
C -1.03927 -1.78651 0.27927  -0.4254
S -0.97034 -3.11203 -0.99629  -0.2458
C 2.06904 0.04919 -1.98636  -1.2872
H 1.27866 -1.41857 -0.41526  0.5004
H 1.92165 0.16961 0.18898  -0.1697
H 0.08099 1.14352 -0.94468  0.1708
H -1.74539 0.28946 0.06316  -0.0982
H -1.55674 -0.47175 -1.42128  0.1419
H -2.00891 -1.94469 0.82481  0.3579
H -0.01779 -1.91636 0.91870  0.0256
H -2.26312 -3.49450 -1.07319  0.1458
H 2.79656 0.85190 -1.98086  0.3591
H 1.34549 0.48791 -2.68583  0.2752
H 2.54836 -0.81148 -2.60444  0.2701
H 0.12063 4.42849 0.26087  0.3044
H -0.78525 3.58420 -0.50706  0.2663
O 0.02268 3.98332 -0.56280  -0.5861
H 0.22591 1.46918 1.62065  0.3802
H -1.17677 1.38188 2.07031  0.3884
O -0.33586 1.57258 2.31348  -0.7057
H -0.00909 -0.43222 3.28162  0.3970
H 0.58384 -1.77908 4.19126  0.2664
O 0.20690 -1.42782 3.41304  -0.7451
H -1.18453 -0.09577 -4.65375  0.3016
H -0.29946 -0.93439 -3.82936  0.3136
O -0.25404 -0.13116 -4.37105  -0.6332
H -3.12180 1.36388 2.53524  0.2864
H -3.38478 1.94552 1.08648  0.3156
O -2.93958 1.17666 1.63419  -0.7041
H -2.05443 1.71072 -2.88287  0.3056
H -1.66109 3.19498 -2.92064  0.3489
O -2.37367 2.60367 -2.49593  -0.6630
H 2.69842 -2.39165 2.02331  0.2959
H 1.81437 -1.55025 2.81881  0.3916
O 2.68367 -1.56506 2.52674  -0.5928
H 3.80538 0.45082 2.79594  0.2903
H 3.01324 0.63408 1.31122  0.1348
O 3.52975 0.93567 1.96576  -0.6540

Forces on atoms 1 to 2 (eV/Å):
C -0.9 4.7 0.4
N 0.8 -3.9 1.5

Values from the calculation:
**Calculated total energy**: -1223.3056 Ha
**ΔE to the lowest compared entry with this formula, charge and spin**: 4.3347 eV
**SMILES string**: CCNCCS.O.O.O.O.O.O.O.O
**Spin multiplicity**: 1
**Highest occupied orbital energy**: -8.32 eV

=====

A single HNOS molecule in a non-equilibrium geometry, computed with the ωB97M-V functional and the def2-TZVPD basis.

Each line ends with the Mulliken charge.
CARTESIAN COORDINATES (ANGSTROEM)
N -0.27705 -0.80638 -0.24264  0.0575
O 1.09708 -1.13649 0.13636  -0.2627
S -1.09646 0.98624 -0.10384  -0.0721
H 0.27642 0.95663 0.21012  0.2774

Forces on atoms 1 to 2 (eV/Å):
N 6.6 -2.5 1.8
O -9.5 3.7 -2.3

Values from the calculation:
**Calculated total energy**: -528.5722 Ha
**ΔE to the lowest compared entry with this formula, charge and spin**: 4.5304 eV
**SMILES string**: O=NS
**Spin multiplicity**: 1
**Highest occupied orbital energy (spin up / spin down)**: -10.38 / -10.38 eV

=====

2 unconnected molecules or ions with the total composition C22H32O3 in a non-equilibrium geometry, computed with the ωB97M-V functional and the def2-TZVPD basis.

Each line ends with the Mulliken charge.
CARTESIAN COORDINATES (ANGSTROEM)
C 3.45061 -2.49094 1.46429  -1.3701
C 2.66395 -1.28567 1.00702  -0.0868
O 1.25965 -1.57786 1.07288  -0.1229
C 0.45521 -0.47288 1.13303  -0.7278
C -0.92975 -0.88703 1.42436  1.6408
C -1.98548 0.06452 1.66028  0.1180
O -1.85881 1.29818 1.58860  -0.7728
C -3.37479 -0.48055 2.09309  -1.1891
C -4.08486 -1.37110 1.07333  -0.4292
C -3.74901 -2.86323 1.13515  -0.8440
C -2.45245 -3.25262 0.39679  -0.2649
C -1.25000 -3.41757 1.33614  -0.7953
C -0.98497 -2.18718 2.19399  -0.9326
O 0.92271 0.65111 0.98003  -0.6618
H 4.51262 -2.33273 1.25908  0.4267
H 3.35533 -2.62812 2.54559  0.3165
H 3.15610 -3.42031 0.97432  0.3005
H 2.87764 -0.42701 1.64982  0.3652
H 2.89406 -1.01736 -0.03131  0.0834
H -3.27220 -0.99113 3.06606  0.4001
H -4.01111 0.40420 2.24227  0.4195
H -5.16436 -1.27418 1.26763  0.3729
H -3.91313 -0.99251 0.05312  0.1724
H -3.71280 -3.20285 2.18225  0.3983
H -4.57713 -3.40290 0.65216  0.3055
H -2.60626 -4.21651 -0.11390  0.4918
H -2.22072 -2.51456 -0.38686  -0.1987
H -1.44081 -4.26708 2.00687  0.3872
H -0.35423 -3.65229 0.74627  0.3407
H -0.02118 -2.33438 2.70425  0.4055
H -1.75328 -2.11094 2.97376  0.4542
C -1.10190 -0.13680 -2.12420  -1.6258
C -0.54720 0.88533 -1.22533  0.9582
C 0.47170 1.82273 -1.50746  0.7885
C 0.46329 3.11969 -0.85375  1.0905
C -0.73129 3.61939 -0.11632  -1.2978
C 1.61144 3.89746 -0.85586  -0.9828
C 2.75900 3.51218 -1.55775  0.8070
C 3.99920 4.33944 -1.45412  -1.5218
C 2.72452 2.34460 -2.32484  -1.0534
C 1.60724 1.51703 -2.34619  1.1191
C 1.66038 0.27414 -3.18190  -1.7177
H -2.16550 -0.29048 -1.89120  0.3338
H -1.02588 0.09111 -3.20112  0.3991
H -0.58542 -1.08808 -1.91660  0.3052
H -1.08636 1.02224 -0.28992  -0.1536
H -0.49434 4.58364 0.34107  0.3588
H -1.58711 3.78554 -0.77844  0.3411
H -1.02377 2.91418 0.66840  0.2156
H 1.60094 4.84829 -0.30673  0.3245
H 4.81609 3.86313 -2.00001  0.3646
H 3.82540 5.34296 -1.85990  0.3372
H 4.31118 4.45930 -0.40929  0.3509
H 3.59101 2.07636 -2.93342  0.2828
H 2.66393 0.16550 -3.61495  0.3713
H 1.45197 -0.62123 -2.58194  0.2722
H 0.96093 0.30578 -4.02860  0.3290

Forces on atoms 1 to 2 (eV/Å):
C 0.2 -0.1 0.2
C -0.2 0.0 -0.1

Values from the calculation:
**Calculated total energy**: -1083.1199 Ha
**ΔE to the lowest compared entry with this formula, charge and spin**: 0.4776 eV
**Spin multiplicity**: 1
**Highest occupied orbital energy**: -6.57 eV

=====

2 unconnected molecules or ions with the total composition C4H13N2OP in a non-equilibrium geometry, computed with the ωB97M-V functional and the def2-TZVPD basis.

Each line ends with the Mulliken charge.
CARTESIAN COORDINATES (ANGSTROEM)
C -3.61049 -1.53592 0.39574  -1.1538
C -1.20753 1.35256 -0.58852  -0.8281
C -2.46685 -0.59011 0.34497  -0.0266
C -2.43125 0.50425 -0.53042  -0.1629
N 4.39287 -0.42685 0.07777  -0.5233
N 2.52872 0.97071 0.91392  -0.5829
O 2.48120 -0.07822 -1.42899  -0.4528
P 2.70279 -0.56265 0.09195  0.2161
H -3.85470 -2.03064 -0.55856  0.2750
H -3.49223 -2.36800 0.99638  0.3695
H -4.67135 -1.03939 0.61028  0.2315
H -0.38565 0.85438 -0.18901  0.0185
H -1.00041 1.44856 -1.66057  0.3062
H -1.36230 2.37588 -0.27311  0.3484
H 2.57658 0.91106 -1.31460  0.3740
H -1.64152 -0.71051 1.03792  0.2981
H -3.14235 0.81165 -1.26332  0.3437
H 4.95307 -0.58911 0.93612  0.2275
H 4.79359 -1.08565 -0.50514  0.2189
H 3.21061 0.87857 1.58421  0.2667
H 1.62719 0.90941 1.32298  0.2362

Forces on atoms 1 to 2 (eV/Å):
C -3.2 1.5 -1.6
C -1.3 0.5 -2.0

Values from the calculation:
**Calculated total energy**: -686.2851 Ha
**ΔE to the lowest compared entry with this formula, charge and spin**: 1.4152 eV
**SMILES string**: C/C=C/C.NP(N)O
**Spin multiplicity**: 1
**Highest occupied orbital energy**: -8.66 eV

=====

> Number 4 is which compound?

C4H13N2OP

=====

> Look up the ΔE to the lowest compared entry with this formula, charge and spin of the fourth one.

1.4152 eV

=====

Repeat the first record exactly.
9 unconnected molecules or ions with the total composition C4H27NO8S in a non-equilibrium geometry, computed with the ωB97M-V functional and the def2-TZVPD basis.

Each line ends with the Mulliken charge.
CARTESIAN COORDINATES (ANGSTROEM)
C 1.47602 -0.40134 -0.64688  0.2865
N 0.17727 0.35034 -0.40743  -0.0399
C -1.00554 -0.47936 -0.42384  0.0295
C -1.03927 -1.78651 0.27927  -0.4254
S -0.97034 -3.11203 -0.99629  -0.2458
C 2.06904 0.04919 -1.98636  -1.2872
H 1.27866 -1.41857 -0.41526  0.5004
H 1.92165 0.16961 0.18898  -0.1697
H 0.08099 1.14352 -0.94468  0.1708
H -1.74539 0.28946 0.06316  -0.0982
H -1.55674 -0.47175 -1.42128  0.1419
H -2.00891 -1.94469 0.82481  0.3579
H -0.01779 -1.91636 0.91870  0.0256
H -2.26312 -3.49450 -1.07319  0.1458
H 2.79656 0.85190 -1.98086  0.3591
H 1.34549 0.48791 -2.68583  0.2752
H 2.54836 -0.81148 -2.60444  0.2701
H 0.12063 4.42849 0.26087  0.3044
H -0.78525 3.58420 -0.50706  0.2663
O 0.02268 3.98332 -0.56280  -0.5861
H 0.22591 1.46918 1.62065  0.3802
H -1.17677 1.38188 2.07031  0.3884
O -0.33586 1.57258 2.31348  -0.7057
H -0.00909 -0.43222 3.28162  0.3970
H 0.58384 -1.77908 4.19126  0.2664
O 0.20690 -1.42782 3.41304  -0.7451
H -1.18453 -0.09577 -4.65375  0.3016
H -0.29946 -0.93439 -3.82936  0.3136
O -0.25404 -0.13116 -4.37105  -0.6332
H -3.12180 1.36388 2.53524  0.2864
H -3.38478 1.94552 1.08648  0.3156
O -2.93958 1.17666 1.63419  -0.7041
H -2.05443 1.71072 -2.88287  0.3056
H -1.66109 3.19498 -2.92064  0.3489
O -2.37367 2.60367 -2.49593  -0.6630
H 2.69842 -2.39165 2.02331  0.2959
H 1.81437 -1.55025 2.81881  0.3916
O 2.68367 -1.56506 2.52674  -0.5928
H 3.80538 0.45082 2.79594  0.2903
H 3.01324 0.63408 1.31122  0.1348
O 3.52975 0.93567 1.96576  -0.6540

Forces on atoms 1 to 2 (eV/Å):
C -0.9 4.7 0.4
N 0.8 -3.9 1.5

Values from the calculation:
**Calculated total energy**: -1223.3056 Ha
**ΔE to the lowest compared entry with this formula, charge and spin**: 4.3347 eV
**SMILES string**: CCNCCS.O.O.O.O.O.O.O.O
**Spin multiplicity**: 1
**Highest occupied orbital energy**: -8.32 eV